1.
ORCA calculation (the ωB97M-V functional and the def2-TZVPD basis) on a gas-phase ion, C13H22NO (charge +1) at a distorted geometry.

Summary:
**Charge**: +1
**Orbital gap**: 0.3234 Ha
**ΔE to the lowest compared entry with this formula, charge and spin**: 99.8 kcal per mole
**HOMO level**: -0.456 hartree
**SMILES**: C=C=CCCC(C)(C)C(=[NH2+])CCC(C)=O

Each line ends with the Löwdin charge.
Atoms and positions in Å:
C (-1.765, 1.655, -0.350)  -0.1159
C (-0.712, 0.652, -0.565)  -0.0863
C (-3.146, 0.987, -0.322)  -0.4616
C (2.673, 0.096, -0.516)  -0.1761
C (1.703, -1.050, -0.364)  -0.1667
C (2.309, 1.230, -1.446)  -0.1322
C (-0.400, -0.195, 0.722)  -0.1029
C (0.709, -1.196, 0.743)  -0.5002
C (1.951, 2.375, -0.954)  -0.1311
C (-4.069, 1.131, -1.387)  0.0127
C (-0.072, -2.558, 0.685)  0.0046
C (1.416, -1.189, 2.068)  -0.0101
C (1.775, 3.673, -0.910)  0.0512
N (-1.035, 0.187, 1.770)  0.2691
O (-3.409, 0.344, 0.672)  0.0772
H (-1.814, 2.478, -1.208)  0.1755
H (-0.884, 0.102, -1.374)  0.0934
H (3.024, 0.604, 0.390)  0.1144
H (3.672, -0.373, -0.789)  0.1469
H (1.172, -1.223, -1.338)  0.1477
H (2.200, -1.986, -0.318)  0.1152
H (2.317, 0.982, -2.494)  0.1295
H (0.375, 1.062, -0.844)  0.1251
H (-4.864, 0.416, -1.248)  0.1144
H (-3.575, 0.996, -2.319)  0.1019
H (-4.391, 2.079, -1.333)  0.0733
H (-0.566, -2.686, -0.245)  0.0730
H (-0.784, -2.575, 1.546)  0.1094
H (0.557, -3.491, 0.560)  0.1277
H (0.636, -1.254, 2.766)  0.0583
H (1.922, -0.243, 2.103)  0.0944
H (2.047, -2.008, 2.349)  0.1129
H (0.709, 4.010, -1.176)  0.0968
H (2.535, 4.398, -0.804)  0.0567
H (-1.674, 2.093, 0.706)  0.1406
H (-1.724, 0.865, 1.961)  0.1160
H (-1.013, -0.490, 2.521)  0.1450

Forces on atoms 1 to 2 (eV/Å):
C -1.667 2.945 -0.379
C 4.324 1.108 3.934

2.
ORCA calculation (the ωB97M-V functional and the def2-TZVPD basis) on a single C14H22O6 molecule.

Summary:
**Charge**: 0
**Orbital gap**: 0.3311 Ha
**ΔE to the lowest compared entry with this formula, charge and spin**: 0.1 kcal per mole
**HOMO level**: -0.306 hartree
**SMILES**: OCCOCCOc1ccccc1OCCOCCO

Each line ends with the Löwdin charge.
Atoms and positions in Å:
O (3.546, 2.243, 0.046)  -0.0589
H (2.990, 2.191, -0.746)  0.0523
C (2.806, 2.798, 1.099)  -0.2383
C (1.555, 1.985, 1.451)  -0.1778
O (0.502, 2.374, 0.583)  -0.1541
C (-0.494, 1.397, 0.395)  -0.1879
C (-1.352, 1.076, 1.625)  -0.1366
O (-0.776, 0.119, 2.487)  -0.0369
C (-0.668, -1.197, 2.142)  -0.1888
C (-0.015, -1.960, 3.110)  -0.0044
C (0.184, -3.317, 2.963)  -0.0909
C (-0.282, -3.949, 1.826)  -0.0932
C (-0.930, -3.212, 0.852)  -0.0246
C (-1.133, -1.841, 0.980)  -0.1806
O (-1.777, -1.112, 0.000)  -0.0729
C (-1.758, -1.619, -1.318)  -0.1707
C (-2.096, -0.489, -2.302)  -0.1750
O (-1.151, 0.543, -2.396)  -0.1626
C (0.076, 0.211, -3.016)  -0.1875
H (0.672, -0.468, -2.391)  0.1289
H (-0.115, -0.278, -3.983)  0.1284
C (0.871, 1.503, -3.244)  -0.2133
O (1.541, 1.961, -2.101)  -0.0661
H (0.900, 2.198, -1.413)  0.0675
H (0.184, 2.268, -3.629)  0.1289
H (1.650, 1.315, -3.987)  0.1251
H (-2.261, -0.946, -3.291)  0.1296
H (-3.014, 0.000, -1.971)  0.1352
H (-0.774, -2.045, -1.550)  0.1289
H (-2.518, -2.403, -1.441)  0.1332
H (-1.298, -3.720, -0.025)  0.1062
H (-0.146, -5.010, 1.689)  0.1015
H (0.698, -3.873, 3.731)  0.1027
H (0.337, -1.438, 3.985)  0.1206
H (-1.456, 1.973, 2.241)  0.1391
H (-2.342, 0.748, 1.295)  0.1281
H (-0.027, 0.468, 0.043)  0.1246
H (-1.146, 1.788, -0.388)  0.1313
H (1.267, 2.160, 2.494)  0.1275
H (1.775, 0.917, 1.326)  0.1373
H (3.479, 2.815, 1.959)  0.1196
H (2.495, 3.826, 0.869)  0.1247

Forces on atoms 1 to 2 (eV/Å):
O 0.087 -0.157 -0.420
H 0.099 -0.009 0.017

3.
ORCA calculation (the ωB97M-V functional and the def2-TZVPD basis) on a molecular structure, C30H45BrN2P2PtS at a distorted geometry.

Summary:
**Charge**: +4
**2S+1**: 5
**Orbital gap (alpha / beta)**: 0.2099 / 0.1759 Ha
**ΔE to the lowest compared entry with this formula, charge and spin**: 57.2 kcal per mole
**HOMO level (alpha / beta)**: -0.688 / -0.678 hartree
**<S²>**: 6.04

Each line ends with the Löwdin spin population.
Atoms and positions in Å:
N (-1.282, -6.292, -7.687)  0.7288
C (-0.637, -6.700, -6.589)  0.0767
C (-0.483, -5.855, -5.475)  0.0521
C (-1.016, -4.545, -5.473)  -0.0132
C (-1.689, -4.145, -6.650)  0.0503
C (-1.785, -5.054, -7.736)  0.0761
C (-0.866, -3.717, -4.266)  0.0104
Pt (-0.336, -0.716, -0.839)  0.3139
P (-3.537, 2.123, 2.174)  0.6239
C (-1.415, -2.493, -4.003)  -0.0149
C (-1.847, -2.120, -2.672)  0.0110
C (-2.734, -1.016, -2.512)  0.0503
C (-3.075, -0.539, -1.242)  0.0636
C (-2.456, -1.030, -0.099)  0.6108
C (-1.730, -2.302, -0.197)  0.0524
C (-1.493, -2.864, -1.511)  0.0242
Br (-0.385, 0.671, 1.861)  0.5227
H (-0.294, -4.289, -3.537)  0.0009
H (-1.594, -1.843, -4.864)  -0.0003
H (0.019, -6.234, -4.587)  0.0060
H (-2.141, -3.155, -6.676)  0.0053
H (-0.210, -7.717, -6.568)  0.0150
H (-2.280, -4.734, -8.664)  0.0159
H (-3.261, -0.637, -3.395)  0.0040
H (-1.120, -3.875, -1.632)  0.0025
H (-3.853, 0.211, -1.166)  0.0061
H (-1.498, -2.916, 0.666)  0.0036
P (0.055, 1.490, -1.499)  0.0107
C (-3.180, 0.367, 2.138)  0.2363
C (-4.103, -0.488, 2.953)  0.0307
H (-2.126, 0.185, 2.484)  0.0139
H (-3.091, -0.026, 1.082)  0.0568
H (-3.679, -1.497, 3.041)  0.0004
H (-4.231, -0.082, 3.950)  0.0088
H (-5.092, -0.616, 2.520)  0.0033
C (-4.037, 2.614, 0.461)  0.0783
C (-5.063, 3.760, 0.337)  0.0138
H (-4.400, 1.721, -0.053)  0.0008
H (-3.132, 2.969, -0.072)  0.0148
H (-5.527, 3.689, -0.661)  -0.0002
H (-5.819, 3.646, 1.117)  0.0035
H (-4.574, 4.744, 0.406)  0.0002
C (-2.126, 3.312, 2.384)  0.1114
C (-1.581, 3.432, 3.826)  0.0135
H (-2.468, 4.306, 2.044)  0.0003
H (-1.320, 2.945, 1.723)  0.0272
H (-0.532, 3.720, 3.794)  0.0008
H (-2.136, 4.193, 4.375)  0.0012
H (-1.637, 2.488, 4.353)  0.0045
C (1.377, 2.649, -0.850)  -0.0011
C (2.076, 3.519, -1.917)  -0.0004
H (2.123, 2.052, -0.283)  -0.0002
H (0.901, 3.314, -0.107)  0.0001
H (2.852, 2.951, -2.454)  0.0000
H (1.373, 3.944, -2.658)  0.0000
H (2.575, 4.365, -1.411)  -0.0001
C (-1.292, 2.697, -1.724)  0.0043
C (-2.076, 2.722, -3.015)  0.0002
H (-0.948, 3.715, -1.486)  0.0004
H (-1.957, 2.398, -0.924)  0.0013
H (-1.438, 2.866, -3.875)  0.0000
H (-2.671, 1.824, -3.167)  0.0001
H (-2.788, 3.549, -2.996)  0.0001
C (0.456, 0.886, -3.179)  0.0057
C (1.871, 0.314, -3.235)  0.0007
H (0.275, 1.660, -3.920)  0.0008
H (-0.263, 0.070, -3.353)  0.0020
H (1.825, -0.778, -3.337)  0.0004
H (2.419, 0.691, -4.107)  0.0000
H (2.461, 0.544, -2.347)  0.0000
S (1.990, -1.313, -0.069)  0.0482
C (2.523, -0.691, 1.475)  0.0005
N (3.285, 0.437, 1.470)  0.0009
C (3.593, 1.165, 2.605)  0.0009
C (3.182, 0.650, 3.840)  0.0025
C (2.504, -0.580, 3.880)  0.0006
C (2.198, -1.245, 2.709)  0.0031
H (3.618, 0.806, 0.568)  0.0000
H (4.257, 2.018, 2.460)  0.0000
H (3.483, 1.159, 4.743)  0.0001
H (2.257, -1.015, 4.843)  -0.0001
H (1.651, -2.178, 2.686)  -0.0001

Forces on atoms 1 to 2 (eV/Å):
N 0.422 2.811 3.495
C 0.542 -1.468 -0.320